42
Properties=species:S:1:pos:R:3:nbo_charge:R:1 method="wB97M-V/def2-TZVPD" gap_ha=0.3740 total_charge=0 total_energy_ha=-1621.1066 e_above_lowest_kj_mol=0.0
C 3.6500 1.5184 -3.5187 -0.6066
C 2.5503 0.6069 -4.0496 -0.3900
C 2.0054 -0.3570 -2.9940 -0.3863
C 1.1459 0.3320 -1.9349 -0.4332
C 0.5500 -0.6812 -0.9370 -0.2187
N -0.8706 -0.5192 -0.6294 -0.4774
C -1.7261 -0.7734 -1.7803 -0.4139
H -1.6699 0.0106 -2.5447 0.1825
H -2.7599 -0.8492 -1.4454 0.2127
H -1.4390 -1.7202 -2.2342 0.2092
C -1.2152 0.7461 0.0163 -0.2268
C -0.7346 0.8852 1.4637 -0.4387
C -1.5185 0.0525 2.4634 -0.4692
P -1.1526 -1.7626 2.4616 2.3584
O -1.8355 -2.3819 3.6116 -1.1346
O 0.4356 -1.8703 2.4830 -1.0059
H 0.7876 -1.4607 3.2897 0.5415
O -1.5720 -2.3619 1.0877 -1.0147
H -1.2672 -1.7551 0.3331 0.5163
P -0.9608 0.4742 4.1852 2.3457
O 0.4295 0.0707 4.4256 -1.1146
O -1.2087 2.0226 4.4150 -0.9762
H -2.1410 2.2403 4.4737 0.5157
O -2.0518 -0.1752 5.1443 -1.0076
H -2.0590 -1.1400 5.0138 0.5449
O -2.9064 0.2564 2.3309 -0.7241
H -3.3569 -0.4818 2.7644 0.4960
H 0.3197 0.6285 1.5669 0.2407
H -0.8481 1.9359 1.7455 0.2329
H -2.3051 0.8248 0.0270 0.2235
H -0.8223 1.5972 -0.5584 0.1912
H 1.1013 -0.6526 0.0042 0.2143
H 0.6613 -1.6918 -1.3392 0.2031
H 1.7393 1.0733 -1.3994 0.2073
H 0.3414 0.8647 -2.4467 0.1969
H 2.8383 -0.8712 -2.5099 0.1987
H 1.3961 -1.1124 -3.4969 0.1980
H 2.9515 0.0219 -4.8800 0.2028
H 1.7309 1.2144 -4.4418 0.1927
H 4.4644 0.9274 -3.1062 0.2023
H 4.0486 2.1370 -4.3195 0.2121
H 3.2741 2.1767 -2.7402 0.1992